## w
Formula: C5H13N2O
Source: OMol25
Level of theory: the ωB97M-V functional and the def2-TZVPD basis

Each line ends with the Mulliken charge.
CARTESIAN COORDINATES (ANGSTROEM)
O: -1.957 -2.150 -1.220  -0.527
N: -0.451 -2.019 0.962  -0.267
N: 2.748 2.520 -0.698  -0.496
C: 0.641 1.438 -0.218  -0.571
C: 1.904 1.750 0.084  -0.044
C: -0.389 -0.841 -0.032  -0.128
C: -0.150 0.518 0.656  -0.860
C: -1.780 -0.872 -0.662  -0.581
H: 0.468 -0.993 -0.682  0.445
H: -0.697 -2.816 0.367  0.380
H: -2.543 -0.660 0.101  0.445
H: -1.801 -0.089 -1.424  0.321
H: 0.178 1.831 -1.113  0.312
H: 0.326 0.346 1.631  0.428
H: 2.302 3.270 -1.207  0.237
H: 2.408 1.455 0.998  0.283
H: 0.377 -2.243 1.499  0.342
H: -1.206 -1.809 1.617  0.341
H: 3.584 2.837 -0.269  0.246
H: -2.856 -2.421 -1.366  0.317
H: -1.107 0.948 0.974  0.378

spin multiplicity: 1
net charge: +1
HOMO energy: -11.56 eV
frontier orbital gap: 8.31 eV
SMILES: N/C=C/C[C@@H]([NH3+])CO

## x
Formula: C5H13N2O
Source: OMol25
Level of theory: the ωB97M-V functional and the def2-TZVPD basis

Each line ends with the Mulliken charge.
CARTESIAN COORDINATES (ANGSTROEM)
O: -0.168 2.383 2.050  -0.530
N: -0.163 -2.057 -0.059  -0.529
N: 1.194 0.165 0.941  -0.208
C: 0.220 0.986 0.207  0.164
C: -0.476 0.188 -0.903  -1.098
C: -0.841 1.476 1.182  -0.946
C: 0.057 -1.207 -1.154  0.720
C: 0.568 -1.560 -2.324  -1.186
H: -1.602 2.040 0.641  0.430
H: 0.680 -0.899 -3.172  0.298
H: 0.621 1.939 -0.111  0.411
H: 1.451 0.622 1.821  0.393
H: -1.105 -2.052 0.301  0.221
H: 2.025 0.003 0.378  0.357
H: 0.796 -2.601 -2.545  0.262
H: -0.796 2.934 2.541  0.330
H: 0.130 -3.021 -0.146  0.241
H: -1.271 0.601 1.687  0.387
H: -0.534 0.761 -1.819  0.441
H: 0.757 -0.742 1.190  0.393
H: -1.543 0.041 -0.708  0.448

spin multiplicity: 1
net charge: +1
HOMO energy: -12.81 eV
frontier orbital gap: 9.83 eV
SMILES: C=C(N)C[C@H]([NH3+])CO

If we sort the structures by their calculated energies, the order from most to least stable is x, w.

## w
Formula: C5H13N2O
Source: OMol25
Level of theory: the ωB97M-V functional and the def2-TZVPD basis

Each line ends with the Mulliken charge.
CARTESIAN COORDINATES (ANGSTROEM)
O: -0.050 -1.890 -0.266  -0.494
N: 1.791 -0.293 2.857  -0.274
N: -0.426 1.700 0.652  -0.423
C: 1.357 0.890 2.084  -0.367
C: -0.926 -1.213 -1.128  -0.317
C: 0.238 0.757 1.357  -0.091
C: -0.477 -0.353 -2.035  -0.146
C: -1.383 0.154 -3.144  -0.978
H: 0.543 0.010 -1.974  0.392
H: -0.898 1.372 -0.175  0.272
H: -0.770 0.217 -4.042  0.317
H: -0.256 -0.209 1.319  0.223
H: -1.948 -1.574 -1.151  0.304
H: 2.795 -0.434 2.745  0.362
H: -2.135 -0.610 -3.310  0.343
H: -1.797 1.138 -2.938  0.249
H: -0.492 -2.734 -0.099  0.345
H: 1.594 -0.182 3.854  0.359
H: -0.005 2.613 0.571  0.218
H: 1.325 -1.140 2.526  0.327
H: 1.921 1.782 2.296  0.377

spin multiplicity: 1
net charge: +1
HOMO energy: -12.13 eV
frontier orbital gap: 8.79 eV

## x
Formula: C5H13N2O
Source: OMol25
Level of theory: the ωB97M-V functional and the def2-TZVPD basis

Each line ends with the Mulliken charge.
CARTESIAN COORDINATES (ANGSTROEM)
O: 0.607 -0.241 -1.520  -0.721
N: 2.318 -0.557 0.146  -0.181
N: -1.079 0.633 -0.278  0.091
C: 0.973 -0.299 0.784  0.095
C: -1.944 0.811 -1.454  -1.032
C: 0.131 0.121 -0.446  0.572
C: -1.536 1.170 0.975  -1.028
C: 0.446 -1.508 1.480  -1.507
H: -2.992 0.887 -1.169  0.406
H: 1.116 0.497 1.514  0.271
H: -1.694 1.778 -1.889  0.358
H: 1.258 -1.947 2.083  0.448
H: 2.620 -1.529 0.206  0.352
H: 3.009 -0.035 0.660  0.335
H: -0.199 -1.340 2.346  0.395
H: -1.839 0.372 1.673  0.331
H: -1.836 -0.021 -2.139  0.347
H: -2.366 1.861 0.907  0.400
H: 0.047 -2.309 0.866  0.365
H: -0.806 1.686 1.608  0.360
H: 2.140 -0.296 -0.844  0.344

spin multiplicity: 1
net charge: +1
HOMO energy: -13.64 eV
frontier orbital gap: 10.44 eV
SMILES: C[C@@H]([NH3+])C(=O)N(C)C

If we sort the structures by their calculated energies, the order from most to least stable is x, w.

## w
Formula: C6H9N
Source: OMol25
Level of theory: the ωB97M-V functional and the def2-TZVPD basis

Each line ends with the Mulliken charge.
CARTESIAN COORDINATES (ANGSTROEM)
N: 0.803 0.516 -1.497  -0.714
C: -1.293 -1.888 -0.080  -1.185
C: 1.111 -1.010 0.408  -0.616
C: -0.438 1.792 0.532  -1.244
C: -0.201 -0.881 0.149  0.096
C: 1.456 0.333 -0.163  -0.286
C: 0.011 0.587 -0.261  1.096
H: 0.999 1.455 -1.847  0.295
H: 0.217 1.913 1.412  0.296
H: 2.103 1.116 0.225  0.329
H: 1.729 -1.832 0.743  0.374
H: -1.034 -2.838 0.406  0.341
H: -1.456 1.661 0.897  0.320
H: -1.391 -2.087 -1.159  0.269
H: -2.266 -1.550 0.292  0.295
H: -0.350 2.711 -0.056  0.334

spin multiplicity: 1
HOMO energy: -8.33 eV
frontier orbital gap: 9.43 eV

## x
Formula: C6H9N
Source: OMol25
Level of theory: the ωB97M-V functional and the def2-TZVPD basis

Each line ends with the Mulliken charge.
CARTESIAN COORDINATES (ANGSTROEM)
N: 3.577 -1.365 -1.145  -0.437
C: 2.560 -0.831 -1.002  0.108
C: -2.579 0.076 0.682  -0.487
C: 0.226 -0.561 -1.468  -0.873
C: 1.305 -0.142 -0.804  0.734
C: -1.613 -0.289 1.519  -0.566
C: 1.333 1.029 0.144  -1.114
H: 0.318 1.384 0.337  0.299
H: -1.104 -1.245 1.423  0.254
H: 1.923 1.850 -0.278  0.346
H: -3.083 1.035 0.769  0.233
H: -2.908 -0.575 -0.125  0.299
H: 1.795 0.748 1.097  0.322
H: -0.729 -0.063 -1.334  0.313
H: 0.266 -1.409 -2.145  0.291
H: -1.285 0.357 2.330  0.279

spin multiplicity: 1
HOMO energy: -10.11 eV
frontier orbital gap: 10.80 eV
SMILES: C=C(C)C#N.C=C

If we sort the structures by their calculated energies, the order from most to least stable is x, w.

## w
Formula: C6H9N
Source: OMol25
Level of theory: the ωB97M-V functional and the def2-TZVPD basis

Each line ends with the Mulliken charge.
CARTESIAN COORDINATES (ANGSTROEM)
N: -2.455 0.116 0.015  -0.679
C: 2.275 -0.076 -0.020  -0.838
C: 0.000 -1.260 -0.056  -0.892
C: 0.185 1.335 0.167  -0.763
C: -1.150 -0.521 0.516  -0.009
C: -1.139 0.637 -0.252  0.102
C: 0.948 0.075 0.010  0.540
H: -2.878 -0.172 -0.981  0.290
H: 0.165 -2.062 0.569  0.433
H: -0.203 -1.676 -0.992  0.294
H: 2.957 0.846 0.034  0.248
H: -1.243 -0.425 1.669  0.243
H: 0.265 1.679 1.233  0.260
H: 0.413 2.197 -0.387  0.379
H: 2.617 -1.132 -0.198  0.253
H: -0.756 0.437 -1.327  0.140

spin multiplicity: 1
HOMO energy: -8.73 eV
frontier orbital gap: 9.74 eV
SMILES: C=C1C[C@@H]2N[C@H]2C1

## x
Formula: C6H9N
Source: OMol25
Level of theory: the ωB97M-V functional and the def2-TZVPD basis

Each line ends with the Mulliken charge.
CARTESIAN COORDINATES (ANGSTROEM)
N: 0.841 0.640 0.219  -0.214
C: -1.872 0.651 -0.590  -0.486
C: -0.035 -0.378 0.699  -0.288
C: -1.534 -0.156 0.646  -0.412
C: -1.268 -0.213 -1.412  -0.415
C: -0.886 -1.155 -0.291  -0.227
C: 2.250 0.339 0.146  -0.904
H: -2.177 -0.380 1.492  0.361
H: -1.027 -2.231 -0.263  0.407
H: 2.768 0.300 1.120  0.283
H: 0.294 -0.966 1.568  0.350
H: 0.641 1.542 0.624  0.209
H: -0.890 -0.128 -2.426  0.352
H: 2.743 1.097 -0.474  0.299
H: -2.238 1.666 -0.708  0.369
H: 2.391 -0.628 -0.349  0.316

spin multiplicity: 1
HOMO energy: -8.53 eV
frontier orbital gap: 9.71 eV
SMILES: CN[C@@H]1[C@@H]2C=C[C@@H]21

## y
Formula: C6H9N
Source: OMol25
Level of theory: the ωB97M-V functional and the def2-TZVPD basis

Each line ends with the Mulliken charge.
CARTESIAN COORDINATES (ANGSTROEM)
N: -0.973 -0.544 0.423  -0.315
C: -1.337 0.862 0.366  -0.404
C: 1.282 -0.799 -0.696  -0.601
C: 1.863 0.080 0.065  0.384
C: -2.373 -0.186 0.211  -0.388
C: -0.239 -1.089 -0.726  -0.201
C: 2.667 0.952 0.607  -0.788
H: -2.809 -0.309 -0.783  0.234
H: -0.662 -0.672 -1.669  0.263
H: -1.075 1.426 -0.530  0.240
H: -1.243 1.416 1.298  0.243
H: 2.635 1.946 0.189  0.230
H: 3.367 0.697 1.388  0.264
H: -0.441 -2.161 -0.778  0.381
H: 2.396 -1.209 -0.393  0.225
H: -3.058 -0.412 1.028  0.233

spin multiplicity: 1
HOMO energy: -8.32 eV
frontier orbital gap: 9.37 eV
SMILES: C=C=CCN1CC1

If we sort the structures by their calculated energies, the order from most to least stable is x, y, w.

## w
Formula: C5H9NO2
Source: OMol25
Level of theory: the ωB97M-V functional and the def2-TZVPD basis

Each line ends with the Mulliken charge.
CARTESIAN COORDINATES (ANGSTROEM)
O: 1.517 0.924 0.863  -0.545
O: -2.476 1.195 0.047  -0.474
N: 0.554 -2.057 0.151  -0.363
C: 0.267 1.083 0.166  -0.322
C: 0.445 1.014 -1.330  -0.977
C: -1.790 0.305 0.413  0.770
C: -0.116 -1.123 0.827  -0.028
C: -1.539 -0.984 0.699  -1.091
H: 0.834 0.036 -1.633  0.198
H: 1.553 -2.141 0.262  0.268
H: -0.502 1.188 -1.843  0.320
H: -0.214 2.006 0.492  0.388
H: 2.006 1.755 0.814  0.327
H: 0.441 -0.686 1.642  0.491
H: -2.273 -1.781 0.764  0.425
H: 0.132 -2.501 -0.650  0.259
H: 1.161 1.767 -1.687  0.353

spin multiplicity: 1
HOMO energy: -7.59 eV
frontier orbital gap: 8.31 eV

## x
Formula: C5H9NO2
Source: OMol25
Level of theory: the ωB97M-V functional and the def2-TZVPD basis

Each line ends with the Mulliken charge.
CARTESIAN COORDINATES (ANGSTROEM)
O: -2.134 1.006 2.191  -0.515
O: -1.889 0.099 -0.059  -0.436
N: 0.008 1.496 0.292  -0.483
C: 1.646 -0.164 -1.586  -1.106
C: 0.522 -0.872 -0.937  -0.041
C: -2.009 0.066 1.446  0.068
C: 0.410 -1.027 0.494  -0.588
C: -0.565 0.220 0.309  0.337
H: 1.605 0.898 -1.293  0.335
H: 1.582 -0.193 -2.674  0.301
H: 1.268 -0.748 1.097  0.272
H: -2.456 -0.921 1.634  0.402
H: -0.156 -1.880 0.850  0.325
H: -0.587 2.179 -0.159  0.234
H: 2.622 -0.525 -1.256  0.271
H: 0.286 1.808 1.215  0.233
H: -0.154 -1.443 -1.563  0.392

spin multiplicity: 1
HOMO energy (spin up / spin down): -7.58 / -7.58 eV
frontier orbital gap (spin up / spin down): 7.98 / 7.97 eV

## y
Formula: C5H9NO2
Source: OMol25
Level of theory: the ωB97M-V functional and the def2-TZVPD basis

Each line ends with the Mulliken charge.
CARTESIAN COORDINATES (ANGSTROEM)
O: 1.710 -2.089 0.444  -0.586
O: 0.287 -1.603 -1.239  -0.429
N: 0.450 0.448 1.420  -0.449
C: -0.253 -0.657 0.826  -0.063
C: 0.732 1.360 0.376  -0.716
C: -1.197 -0.101 -0.174  -0.600
C: 0.755 -1.442 0.056  0.247
C: -0.376 1.050 -0.734  -0.481
H: -0.611 -1.286 1.615  0.638
H: -1.553 -0.609 -1.116  0.303
H: 0.864 -2.136 -1.879  0.326
H: -1.070 1.931 -0.955  0.320
H: -0.042 0.837 2.289  0.309
H: -2.028 0.275 0.545  0.317
H: 0.055 0.650 -1.801  0.215
H: 0.668 2.412 0.548  0.422
H: 1.608 0.960 -0.222  0.224

spin multiplicity: 1
HOMO energy: -9.12 eV
frontier orbital gap: 9.79 eV
SMILES: O=C(O)[C@@H]1CCCN1

If we sort the structures by their calculated energies, the order from most to least stable is y, w, x.